Formula: C21H22AsFeN5O
Source: the OMol25 dataset
Level of theory: ωB97M-V with the def2-TZVPD basis set

Atoms and positions in Å:
Fe -0.00697 -0.15786 0.11661
C 3.46973 -2.09336 0.69051
C 4.39133 -1.09676 0.40281
C 3.95703 0.22594 0.33401
C 2.61563 0.52854 0.55501
N 1.71913 -0.44696 0.85861
C 2.15443 -1.71826 0.90301
N 2.28083 1.90264 0.58481
C 1.07503 2.34354 0.40671
N -0.00697 1.62724 0.11661
C -1.08897 2.34354 0.40671
N -2.29477 1.90254 0.58481
C -2.62957 0.52854 0.55501
C -3.97087 0.22594 0.33401
C -4.40527 -1.09676 0.40281
C -3.48357 -2.09346 0.69041
C -2.16837 -1.71836 0.90301
N -1.73307 -0.44696 0.85861
C -0.69677 3.73784 0.53951
C -1.42977 4.89904 0.67041
C -0.71327 6.09584 0.78721
C 0.69933 6.09584 0.78721
C 1.41583 4.89904 0.67041
C 0.68283 3.73784 0.53951
H 3.76413 -3.13286 0.75461
H 5.43653 -1.33556 0.24251
H 4.64973 1.03384 0.13161
H 1.38503 -2.44676 1.13251
H -4.66367 1.03384 0.13161
H -5.45037 -1.33556 0.24241
H -3.77807 -3.13286 0.75451
H -1.39897 -2.44676 1.13251
H -2.51147 4.86354 0.67471
H -1.25137 7.03454 0.88221
H 1.23733 7.03454 0.88221
H 2.49753 4.86354 0.67471
C 1.67363 -2.23416 -2.19769
As 0.01373 -2.82886 -1.32649
C -1.62047 -2.23416 -2.24489
C 0.00693 -4.73776 -0.85299
O -0.00697 -2.04006 0.11661
H 1.76553 -2.72516 -3.18809
H 2.54233 -2.51046 -1.56539
H 1.64703 -1.13326 -2.33109
H -1.68397 -2.72516 -3.23759
H -1.58997 -1.13326 -2.37759
H -2.50687 -2.51046 -1.63789
H 0.02023 -5.34676 -1.78009
H -0.90767 -4.97066 -0.27009
H 0.90443 -4.97066 -0.24409
H -0.00697 -0.15786 1.80301

Forces on atoms 1 to 6 (eV/Å):
Fe -0.004 -1.355 2.215
C -1.280 -0.080 0.433
C 0.306 1.701 -0.351
C 1.190 -1.460 0.066
C -0.561 4.033 0.624
N 1.844 -0.153 -0.229

Summary:
Multiplicity ... 6
<S²> ... 8.953
Net charge ... +1
Molecular weight ... 491.2 u
Kohn-Sham gap (spin up / spin down) ... 0.1193 / 0.2468 hartree

---

Formula: C21H22AuN4O3
Source: the OMol25 dataset
Level of theory: ωB97M-V with the def2-TZVPD basis set

Atoms and positions in Å:
Au 0.37547 -0.78805 -0.16763
O -1.09292 0.93023 -1.31295
C -2.17862 0.56830 -1.82749
C -2.82462 1.38652 -2.82642
C -3.97950 1.00949 -3.43430
C -4.64642 -0.20092 -3.09300
C -4.12488 -0.97353 -2.10762
C -2.89346 -0.64323 -1.45927
C -2.55912 -1.39118 -0.32190
N -1.43263 -1.44856 0.34547
C -1.37016 -1.91651 1.73053
C -0.72036 -0.78399 2.51093
N 0.48626 -0.38598 1.76090
C 1.51129 0.16424 2.31512
C 2.71486 0.58034 1.68616
C 3.68933 1.17643 2.52533
C 4.89131 1.59764 2.03609
C 5.15842 1.42329 0.66891
C 4.24232 0.84520 -0.17244
C 2.99213 0.41190 0.30501
O 2.18661 -0.12386 -0.58821
H -2.33460 2.32073 -3.07034
H -4.41754 1.65462 -4.18727
H -5.57285 -0.46929 -3.57981
H -4.64298 -1.87342 -1.79399
H -3.35910 -1.99369 0.11160
H -0.75996 -2.82028 1.79273
H -2.36831 -2.13056 2.11216
H -0.44470 -1.08215 3.52222
H -1.39902 0.06996 2.55191
H 1.44560 0.31828 3.39090
H 3.45822 1.29473 3.57714
H 5.62446 2.05355 2.68503
H 6.10827 1.75073 0.26616
H 4.45066 0.71120 -1.22460
N 0.27419 -1.52747 -2.06360
C 0.16300 -1.33780 -3.20184
N -0.01429 -1.19430 -4.46746
C 1.11361 -0.99492 -5.39858
C 0.86901 0.28378 -6.18139
O -0.39489 0.24053 -6.81053
C -1.44067 0.19045 -5.85824
C -1.36946 -1.09452 -5.05247
H 1.14359 -1.85144 -6.07404
H 2.04043 -0.95230 -4.82958
H 1.61678 0.38854 -6.96526
H 0.93073 1.15114 -5.51188
H -2.37999 0.23270 -6.40665
H -1.38364 1.05333 -5.18527
H -1.51471 -1.96066 -5.70025
H -2.10757 -1.10842 -4.25135

Forces on atoms 1 to 6 (eV/Å):
Au 0.039 0.041 -0.015
O -0.042 -0.016 -0.007
C 0.025 0.021 -0.013
C -0.003 -0.004 -0.014
C 0.013 0.009 0.010
C 0.003 -0.008 0.004

Summary:
Net charge ... +1
Molecular weight ... 575.4 u
Relative energy (zero: lowest compared OMol25 entry of this formula, charge and spin) ... 45.39 kJ/mol
Kohn-Sham gap ... 0.2467 hartree

---

Formula: C21H22BF5LiN6O
Source: the OMol25 dataset
Level of theory: ωB97M-V with the def2-TZVPD basis set

Atoms and positions in Å:
Li -0.43647 -0.52799 0.67483
C -1.72331 3.10396 1.65052
C -0.81407 2.77921 0.51151
C -0.30976 3.70145 -0.42153
C 0.46195 2.96030 -1.29134
C 1.23679 3.42885 -2.48043
N 0.41277 1.67711 -0.87498
N -0.36606 1.56046 0.23258
B 1.12953 0.48043 -1.52597
N 0.09934 -0.54574 -2.04342
N -0.74965 -1.17921 -1.20534
C -1.46185 -2.02540 -1.92914
C -2.50880 -2.89990 -1.32169
C -1.06447 -1.94916 -3.27649
C -0.06530 -0.99455 -3.30606
C 0.71515 -0.50360 -4.48195
N 2.06705 -0.19524 -0.50416
N 1.59172 -0.76843 0.62310
C 2.62598 -1.29410 1.26040
C 2.47698 -2.02296 2.55538
C 3.80559 -1.05843 0.53112
C 3.40460 -0.35657 -0.58888
C 4.24302 0.15937 -1.71312
H -1.80905 4.18510 1.75388
H -2.72095 2.69876 1.48485
H -1.34649 2.69841 2.58652
H -0.49467 4.76291 -0.45462
H 1.09890 4.50223 -2.60099
H 2.30242 3.22546 -2.36341
H 0.90446 2.93203 -3.39329
H 1.78079 0.86574 -2.44722
H -2.53668 -2.75637 -0.24242
H -3.49238 -2.66773 -1.73305
H -2.29581 -3.94910 -1.53288
H -1.45136 -2.50966 -4.11237
H 0.35638 -0.99786 -5.38325
H 0.60407 0.57436 -4.60760
H 1.77941 -0.71637 -4.36773
H 1.42427 -2.11972 2.80930
H 2.91014 -3.02171 2.48081
H 2.98965 -1.49428 3.36114
H 4.80988 -1.35875 0.78369
H 5.28908 -0.07118 -1.51819
H 3.95642 -0.29720 -2.66203
H 4.13786 1.23996 -1.82001
F -4.09778 0.56833 5.26850
C -4.39027 0.00660 4.00762
C -3.28378 0.05335 3.05008
F -3.41554 0.32396 1.71225
C -1.87557 -0.18866 3.52910
F -1.03719 0.73650 4.04749
C -1.47160 -1.47961 2.95668
O -0.98144 -2.06103 2.01239
C -2.32666 -1.53723 4.15712
F -1.97257 -2.08190 5.34324
C -3.74047 -1.28043 3.72493
F -4.37420 -2.31479 3.09450

Forces on atoms 1 to 6 (eV/Å):
Li 0.020 -0.113 0.078
C -0.019 -0.163 -0.012
C 0.152 0.155 -0.155
C -0.038 -0.025 -0.037
C -0.088 0.012 0.159
C -0.010 -0.115 0.046

Summary:
Net charge ... -1
Molecular weight ... 487.2 u
Kohn-Sham gap ... 0.2525 hartree

---

Formula: C21H22Cl2MnN3O4
Source: the OMol25 dataset
Level of theory: ωB97M-V with the def2-TZVPD basis set

Atoms and positions in Å:
Mn 0.33598 0.01189 0.26320
C -0.31578 -0.54673 3.28317
O 0.74125 -0.03259 2.46593
C 2.01235 -0.59735 2.75914
C 2.98032 0.09051 1.83842
O 2.59923 -0.13541 0.48304
C 3.24972 -1.25607 -0.11934
H -0.11629 -0.31865 4.33138
H -0.40588 -1.62729 3.15293
H -1.23358 -0.06266 2.96168
H 1.98558 -1.67784 2.58168
H 2.27804 -0.41470 3.80431
H 4.00059 -0.25398 2.01765
H 2.93800 1.16834 1.99891
H 4.33113 -1.11585 -0.08525
H 2.92659 -1.29352 -1.15493
H 2.97904 -2.18801 0.38052
N 0.49725 2.40280 -2.14374
C 0.50693 1.12269 -2.64813
C 0.42674 0.99201 -4.04337
C 0.44071 -0.25750 -4.60282
C 0.54259 -1.37260 -3.77079
C 0.62364 -1.15860 -2.42070
N 0.60836 0.06753 -1.84738
C 0.48755 2.91549 -0.86227
C 0.48237 4.31361 -0.75126
C 0.44906 4.89026 0.49051
C 0.42391 4.06844 1.61559
C 0.43886 2.71194 1.42194
N 0.47819 2.12340 0.20432
H 0.45389 3.11241 -2.85641
H 0.34953 1.87650 -4.66165
H 0.37575 -0.37238 -5.67637
H 0.55338 -2.37708 -4.16633
H 0.71826 -1.98659 -1.73490
H 0.49860 4.92147 -1.64619
H 0.43895 5.96733 0.58913
H 0.38651 4.47527 2.61488
H 0.42268 2.03493 2.26032
Cl -5.61844 -4.28937 0.07291
C -4.39757 -3.06369 0.16795
C -4.78734 -1.71054 0.18269
C -3.85328 -0.71707 0.26227
Cl -4.34543 0.93871 0.27492
C -2.45729 -0.99901 0.34650
O -1.61103 -0.04584 0.45147
C -2.09731 -2.37506 0.31455
C -0.73722 -2.77671 0.33591
O 0.26554 -2.05035 0.46843
C -3.07958 -3.39155 0.22454
H -5.83679 -1.45420 0.12857
H -0.55928 -3.85601 0.23067
H -2.77495 -4.43073 0.21177

Forces on atoms 1 to 6 (eV/Å):
Mn 0.987 0.045 0.086
C -0.002 -0.055 0.054
O -0.493 -0.049 -0.179
C 0.028 -0.099 0.012
C 0.084 0.041 0.041
O -0.494 0.029 -0.234

Summary:
Multiplicity ... 2
<S²> ... 0.969
Net charge ... +1
Molecular weight ... 506.3 u
Relative energy (zero: lowest compared OMol25 entry of this formula, charge and spin) ... 30.17 kJ/mol
Kohn-Sham gap (spin up / spin down) ... 0.2807 / 0.2785 hartree

---

Formula: C21H22EuF6N3O6S4Sb
Source: the OMol25 dataset
Level of theory: ωB97M-V with the def2-TZVPD basis set

Atoms and positions in Å:
Eu 1.00015 0.48407 -0.26153
O 0.56197 1.87999 1.59783
N 1.39381 1.56014 2.54851
C 0.98734 0.78442 3.56190
C 1.83827 0.50527 4.60514
C 3.13933 0.99821 4.58939
C 3.56092 1.75637 3.52154
C 2.68208 2.07135 2.48076
S 3.06215 3.06672 1.15748
H -0.01694 0.40592 3.46852
H 1.48220 -0.11876 5.41303
H 3.81830 0.77482 5.40154
H 4.57380 2.11688 3.42815
O -0.93526 -0.30120 0.78950
S -1.76500 0.95569 0.83604
C -3.26863 0.56269 -0.06874
C -4.00429 1.60412 -0.60348
C -5.18512 1.32361 -1.27513
C -5.61203 0.00920 -1.40518
C -4.85152 -1.02907 -0.87790
C -3.67132 -0.75332 -0.20786
C -2.59352 0.78661 2.44868
C -3.20110 1.90785 2.99962
C -3.75861 1.83791 4.26827
C -3.69905 0.64933 4.98781
C -3.07996 -0.46487 4.43527
C -2.52163 -0.39650 3.16442
H -3.63507 2.61998 -0.52121
H -5.76234 2.12692 -1.71664
H -6.53088 -0.21066 -1.93588
H -5.17791 -2.05507 -0.99627
H -3.04331 -1.54345 0.18608
H -3.22289 2.83103 2.42955
H -4.22530 2.71391 4.70360
H -4.12664 0.59465 5.98199
H -3.02204 -1.38936 4.99820
H -2.01370 -1.24626 2.72098
F 2.01708 -0.60386 1.17201
Sb 4.35953 -0.38401 -0.66459
F 5.50768 -1.72802 0.21743
F 5.11336 -1.38582 -2.30667
F 5.55762 0.98028 -1.46313
F 2.47134 1.52686 -1.26138
F 4.93459 0.67258 1.06263
O -0.54872 1.70811 -1.16400
S -0.62003 0.76857 -2.36405
O -1.98630 0.61118 -2.82425
O -0.06189 -0.52356 -1.82926
O 0.30335 1.26042 -3.37943
C 1.96937 -3.99810 -3.92731
N 2.06181 -2.56732 -3.99761
C 2.35973 -1.88143 -5.24092
C 2.55753 -0.42837 -4.78780
N 2.51095 -0.49583 -3.32814
C 2.19481 -1.75669 -2.92001
S 2.15054 -2.31654 -1.33071
H 1.67570 -4.37050 -4.91178
H 1.21942 -4.28223 -3.19067
H 2.92493 -4.44932 -3.63972
H 1.53736 -2.00212 -5.95301
H 3.27449 -2.29384 -5.67979
H 1.76272 0.23552 -5.13062
H 3.52809 -0.04010 -5.09641
H 2.04869 0.32501 -2.91477

Forces on atoms 1 to 6 (eV/Å):
Eu 3.830 -1.569 1.804
O -0.246 0.208 1.011
N 0.348 0.695 -0.163
C 0.143 -0.025 -0.002
C 0.052 -0.036 -0.018
C 0.042 -0.045 0.046

Summary:
Multiplicity ... 8
<S²> ... 15.793
Net charge ... -2
Molecular weight ... 928.4 u
Kohn-Sham gap (spin up / spin down) ... 0.1850 / 0.1418 hartree

---

Q: Number 3 is which compound?
A: C21H22BF5LiN6O